Entry 1:
Density functional theory data (the ωB97M-V functional and the def2-TZVPD basis) for the molecule C19H12N2O4 at a distorted geometry.

The geometry in ORCA input format:
```
! RIJCOSX wB97M-V def2-TZVPD def2/J DEFGRID3
* xyz 0 1
O 0.909 0.520 1.991
O 0.485 2.968 -0.562
N -2.152 -0.015 -0.758
O 4.178 0.061 0.621
O 1.434 0.421 -0.257
C 1.724 0.405 1.068
C -0.365 2.084 -0.535
C -0.853 -0.264 -0.655
C 5.297 0.029 1.381
C 5.021 0.176 2.747
C 3.553 0.273 2.803
C 3.103 0.238 1.487
C 0.048 -4.410 -1.006
C -4.595 2.714 -0.791
C -0.885 -3.966 -0.054
C 0.727 -3.510 -1.835
C -3.765 3.823 -0.626
C -4.009 1.441 -0.847
C -1.124 -2.617 0.078
C 0.468 -2.143 -1.685
C -2.367 3.644 -0.573
C -2.642 1.255 -0.776
C -0.462 -1.670 -0.729
C -1.794 2.360 -0.620
N 0.080 0.774 -0.539
H 6.303 -0.127 0.985
H 5.754 0.237 3.534
H 2.969 0.446 3.714
H 0.230 -5.471 -1.119
H -5.670 2.794 -0.956
H -1.441 -4.700 0.497
H 1.405 -3.888 -2.576
H -4.213 4.814 -0.602
H -4.660 0.564 -0.878
H -1.893 -2.306 0.788
H 0.929 -1.433 -2.360
H -1.726 4.480 -0.357
*
```

HOMO energy ... -8.53 eV
SMILES string ... O=C(On1c(-c2ccccc2)nc2ccccc2c1=O)c1ccco1
E ... -31065.7312 eV
LUMO level ... 0.15 eV
ΔE to the lowest compared entry with this formula, charge and spin ... 70.5 kcal per mole
Orbital gap ... 0.319 Eh


Entry 2:
Density functional theory data (the ωB97M-V functional and the def2-TZVPD basis) for a structure of composition C19H12N5O8Y at a distorted geometry.

The geometry in ORCA input format:
```
! RIJCOSX wB97M-V def2-TZVPD def2/J DEFGRID3
* xyz 0 1
Y 0.281 -0.115 -0.500
O -2.439 3.162 -0.063
C -1.466 2.429 -0.107
N -1.365 1.117 0.245
C -2.627 0.416 0.473
C -2.781 -0.795 -0.449
C -3.929 -1.575 -0.404
C -4.047 -2.646 -1.263
C -3.019 -2.940 -2.152
C -1.913 -2.139 -2.124
N -1.792 -1.081 -1.302
C -0.161 3.018 -0.656
C 0.029 4.379 -0.666
C 1.197 4.873 -1.220
C 2.127 3.997 -1.759
C 1.860 2.646 -1.716
N 0.733 2.162 -1.176
H -3.459 1.095 0.305
H -2.713 0.080 1.506
H -4.717 -1.331 0.300
H -4.936 -3.266 -1.241
H -3.058 -3.787 -2.824
H -1.065 -2.353 -2.760
H -0.742 5.013 -0.251
H 1.381 5.942 -1.236
H 3.049 4.350 -2.202
H 2.548 1.907 -2.103
O 2.326 -0.538 -1.305
C 2.538 -0.847 -0.080
O 2.118 -0.079 0.829
C 2.770 -2.301 0.200
C 3.975 -2.936 0.297
C 3.965 -4.317 0.390
C 2.814 -5.046 0.324
C 1.613 -4.374 0.186
C 1.520 -2.989 0.180
O 0.439 -2.256 0.143
N 0.398 -5.235 0.036
O 0.464 -6.379 0.440
O -0.567 -4.746 -0.511
N 5.267 -5.036 0.521
O 5.252 -6.246 0.578
O 6.269 -4.354 0.618
H 4.914 -2.399 0.294
H 2.835 -6.123 0.366
*
```

HOMO energy ... -8.97 eV
E ... -44770.9210 eV
LUMO level ... -0.41 eV
ΔE to the lowest compared entry with this formula, charge and spin ... 0.0 kcal per mole
Orbital gap ... 0.314 Eh


Entry 3:
Density functional theory data (the ωB97M-V functional and the def2-TZVPD basis) for a structure of composition C19H13AuN2O3S3 at a distorted geometry.

The geometry in ORCA input format:
```
! RIJCOSX wB97M-V def2-TZVPD def2/J DEFGRID3
* xyz -1 2
Au 0.064 0.108 -0.232
O -2.303 -1.919 -2.734
C -1.372 -1.141 -2.570
O -1.396 -0.123 -1.811
C -0.105 -1.402 -3.377
C -0.142 -2.483 -4.252
C 0.936 -2.806 -5.053
C 2.108 -2.071 -4.935
C 2.170 -1.006 -4.062
C 1.063 -0.634 -3.289
S 1.257 0.804 -2.329
H -1.058 -3.052 -4.294
H 0.871 -3.622 -5.759
H 2.977 -2.328 -5.528
H 3.078 -0.430 -3.965
O 1.241 -1.914 -0.488
N 2.526 -1.654 -0.454
C 3.372 -2.427 -1.197
C 4.720 -2.225 -1.192
C 5.267 -1.172 -0.447
C 4.395 -0.373 0.289
C 3.038 -0.617 0.293
S 1.974 0.383 1.223
H 2.880 -3.200 -1.767
H 5.353 -2.879 -1.772
H 6.325 -0.974 -0.459
H 4.756 0.457 0.873
S -2.458 1.646 3.439
C -1.325 1.670 2.118
N -1.437 0.657 1.277
C -2.448 -0.182 1.599
C -2.850 -1.323 0.895
C -3.887 -2.082 1.392
C -4.537 -1.739 2.575
C -4.169 -0.598 3.278
C -3.138 0.169 2.782
H -0.571 2.424 2.049
H -2.354 -1.575 -0.027
H -4.199 -2.965 0.851
H -5.336 -2.362 2.952
H -4.671 -0.318 4.191
*
```

HOMO energy (alpha / beta) ... -3.36 / -3.98 eV
E ... -65235.3831 eV
LUMO level (alpha / beta) ... 2.29 / 2.28 eV
Orbital gap (alpha / beta) ... 0.208 / 0.230 Eh


Entry 4:
Density functional theory data (the ωB97M-V functional and the def2-TZVPD basis) for a structure of composition C19H13BrF5IN4NaO4S at a distorted geometry.

The geometry in ORCA input format:
```
! RIJCOSX wB97M-V def2-TZVPD def2/J DEFGRID3
* xyz -1 1
Na -0.436 1.239 -0.993
N 3.220 2.185 -0.328
C 3.966 1.775 -1.398
C 3.547 0.508 -1.679
N 2.547 0.144 -0.825
C 2.353 1.179 -0.035
C 1.350 1.228 1.016
N 0.443 0.295 1.211
C -0.292 0.704 2.288
C 0.185 1.895 2.751
N 1.254 2.210 1.957
H 3.044 3.145 -0.053
H 4.715 2.401 -1.851
H 3.909 -0.169 -2.436
H -1.110 0.108 2.658
H -0.132 2.540 3.551
H 1.596 3.150 1.811
C -0.350 5.248 -1.528
S 0.309 3.808 -0.694
O -0.758 3.241 0.115
O 1.431 4.342 0.096
O 0.729 2.862 -1.723
H -0.641 5.967 -0.767
H -1.203 4.938 -2.126
H 0.445 5.648 -2.153
F -5.619 -1.266 2.440
C -4.689 -0.961 1.510
C -3.534 -1.715 1.389
F -3.330 -2.742 2.233
C -2.589 -1.413 0.433
F -1.492 -2.187 0.359
C -2.709 -0.327 -0.479
O -1.839 -0.047 -1.361
C -3.913 0.409 -0.302
F -4.129 1.467 -1.111
C -4.866 0.107 0.647
F -5.976 0.859 0.749
Br -0.322 -5.946 -2.750
C 0.587 -5.029 -1.362
C 1.084 -5.790 -0.315
C 1.778 -5.173 0.713
C 1.973 -3.801 0.685
C 1.466 -3.040 -0.355
C 0.766 -3.649 -1.386
I 0.013 -2.441 -2.925
H 0.924 -6.859 -0.313
H 2.156 -5.769 1.534
H 2.529 -3.310 1.474
H 1.611 -1.968 -0.369
*
```

HOMO energy ... -4.50 eV
E ... -141050.7605 eV
LUMO level ... 2.11 eV
ΔE to the lowest compared entry with this formula, charge and spin ... 22.6 kcal per mole
Orbital gap ... 0.243 Eh


Entry 5:
Density functional theory data (the ωB97M-V functional and the def2-TZVPD basis) for the molecule C19H13Cl2NO6S2.

The geometry in ORCA input format:
```
! RIJCOSX wB97M-V def2-TZVPD def2/J DEFGRID3
* xyz 0 1
O 1.197 2.067 -1.795
C 1.438 2.614 -0.742
O 1.103 3.875 -0.494
H 0.552 4.213 -1.218
C 2.130 1.931 0.376
C 2.626 0.655 0.128
C 3.122 -0.118 1.166
C 3.207 0.426 2.443
C 2.765 1.719 2.674
C 2.199 2.467 1.657
H 1.799 3.450 1.844
H 2.835 2.132 3.670
H 3.601 -0.170 3.253
N 3.438 -1.468 0.888
S 2.063 -2.462 0.934
O 1.280 -2.160 2.096
O 2.514 -3.805 0.762
C 1.162 -1.841 -0.487
C 0.220 -0.863 -0.221
C -0.375 -0.188 -1.266
C -0.073 -0.505 -2.579
C 0.850 -1.500 -2.850
C 1.492 -2.153 -1.798
Cl 2.713 -3.303 -2.112
H 1.113 -1.751 -3.864
H -0.533 0.065 -3.369
S -1.475 1.171 -0.844
O -1.799 1.929 -2.020
O -0.915 1.862 0.286
C -2.946 0.297 -0.300
C -3.881 -0.095 -1.239
C -4.995 -0.810 -0.837
C -5.148 -1.126 0.507
C -4.208 -0.731 1.451
C -3.098 -0.014 1.039
H -2.357 0.326 1.744
H -4.348 -0.981 2.491
Cl -6.530 -2.019 1.013
H -5.741 -1.120 -1.552
H -3.735 0.183 -2.271
H -0.002 -0.617 0.805
H 4.131 -1.863 1.512
H 2.612 0.280 -0.882
*
```

HOMO energy ... -9.44 eV
SMILES string ... O=C(O)c1cccc(NS(=O)(=O)c2cc(S(=O)(=O)c3ccc(Cl)cc3)ccc2Cl)c1
E ... -80404.1557 eV
LUMO level ... -0.29 eV
Orbital gap ... 0.336 Eh